#a
DFT (ωB97M-V/def2-TZVPD) results for one molecule with the formula C2H5BrClN.

Each line ends with the natural charge from an NBO analysis.
Geometry (Å):
1 C 0.52 -0.23 0.19  -0.431
2 C -1.60 0.76 -0.60  0.039
3 N -0.91 0.04 0.32  -0.600
4 Cl -3.23 1.13 -0.15  0.036
5 Br -1.62 -0.24 -2.63  -0.263
6 H 1.18 0.59 0.21  0.206
7 H 0.85 -0.84 1.01  0.212
8 H 0.87 -0.86 -0.65  0.205
9 H -1.12 1.72 -0.80  0.215
10 H -1.21 -0.89 0.36  0.380

Summary:
lowest unoccupied orbital energy: 0.081 eV
highest occupied orbital energy: -9.87 eV
HOMO-LUMO gap: 9.955 eV


#b
DFT (ωB97M-V/def2-TZVPD) results for a 2-piece molecular cluster, C2H5BrClN overall.

Each line ends with the natural charge from an NBO analysis.
Geometry (Å):
1 C 0.34 1.12 -1.13  -0.434
2 C -0.99 -0.77 -1.05  0.062
3 N 0.11 -0.30 -1.34  -0.387
4 Cl -1.28 -2.42 -1.36  0.001
5 Br 0.61 -1.31 4.14  -0.221
6 H -0.55 1.63 -0.78  0.171
7 H 1.20 1.19 -0.49  0.215
8 H 0.63 1.52 -2.09  0.210
9 H -1.77 -0.13 -0.78  0.162
10 H 1.69 -0.53 4.88  0.221

Summary:
lowest unoccupied orbital energy: 0.438 eV
highest occupied orbital energy: -10.22 eV
HOMO-LUMO gap: 10.655 eV


Which of them is most stable, and which least? Most stable: #a; least stable: #b.


#a
DFT (ωB97M-V/def2-TZVPD) results for a 2-piece molecular cluster, C14H16O overall.

Each line ends with the natural charge from an NBO analysis.
Geometry (Å):
1 C 1.42 1.13 -3.54  -0.628
2 C -0.59 2.72 -0.06  0.289
3 C 0.76 2.47 -0.04  -0.290
4 C -1.31 2.38 -1.21  -0.239
5 C 1.43 1.96 -1.17  -0.202
6 C -0.66 1.83 -2.28  -0.194
7 C 0.73 1.62 -2.30  -0.046
8 O -1.32 3.15 1.02  -0.665
9 H 1.33 2.63 0.87  0.203
10 H -0.69 3.37 1.74  0.477
11 H -2.36 2.64 -1.26  0.221
12 H 2.51 1.96 -1.05  0.214
13 H -1.26 1.59 -3.16  0.211
14 H 0.97 0.22 -3.95  0.216
15 H 2.44 0.82 -3.32  0.214
16 H 1.45 1.91 -4.30  0.219
17 C -0.92 -2.50 3.72  -0.626
18 C 0.92 -1.18 0.67  -0.200
19 C 0.27 -1.84 -0.36  -0.222
20 C 0.51 -1.42 1.98  -0.213
21 C -0.53 -2.29 2.27  -0.016
22 C -0.79 -2.69 -0.08  -0.206
23 C -1.20 -2.92 1.22  -0.211
24 H 1.67 -0.45 0.43  0.214
25 H 0.48 -1.63 -1.40  0.212
26 H 1.02 -0.88 2.76  0.202
27 H -1.21 -3.26 -0.91  0.209
28 H -1.37 -3.48 3.83  0.212
29 H -1.65 -1.77 4.04  0.220
30 H -2.02 -3.60 1.48  0.208
31 H -0.04 -2.49 4.35  0.216

Summary:
lowest unoccupied orbital energy: 0.772 eV
highest occupied orbital energy: -8.44 eV
HOMO-LUMO gap: 9.216 eV


#b
DFT (ωB97M-V/def2-TZVPD) results for a 2-piece molecular cluster, C14H16O overall.

Each line ends with the natural charge from an NBO analysis.
Geometry (Å):
1 C 1.21 1.21 2.99  -0.644
2 C -0.27 -0.74 3.77  -0.203
3 C 0.63 -0.14 2.79  -0.025
4 C -0.65 -2.12 3.63  -0.211
5 C -0.51 -2.73 2.36  -0.220
6 C 0.89 -0.86 1.61  -0.225
7 C 0.32 -2.11 1.42  -0.220
8 H -0.68 -0.20 4.66  0.216
9 H -1.36 -2.49 4.36  0.212
10 H 0.50 1.95 2.57  0.219
11 H 2.18 1.32 2.62  0.224
12 H -0.92 -3.74 2.15  0.219
13 H 1.61 -0.45 0.83  0.224
14 H 0.24 -2.43 0.39  0.210
15 H 1.44 1.57 4.02  0.224
16 C -1.07 -1.58 -2.35  -0.632
17 C -0.44 0.62 -1.34  -0.190
18 C -0.61 -0.09 -2.45  -0.060
19 C 0.03 1.94 -1.42  -0.291
20 C 0.43 2.41 -2.66  0.295
21 C -0.24 0.42 -3.73  -0.177
22 C 0.22 1.72 -3.86  -0.271
23 O 0.87 3.76 -2.75  -0.691
24 H -0.60 0.13 -0.38  0.223
25 H 0.20 2.47 -0.45  0.218
26 H -0.52 -2.39 -1.99  0.218
27 H -1.21 -1.97 -3.45  0.204
28 H -0.51 -0.27 -4.63  0.218
29 H 0.49 4.23 -2.03  0.474
30 H 0.40 2.29 -4.83  0.242
31 H -2.06 -1.73 -1.85  0.217

Summary:
lowest unoccupied orbital energy: 0.827 eV
highest occupied orbital energy: -8.67 eV
HOMO-LUMO gap: 9.493 eV


#c
DFT (ωB97M-V/def2-TZVPD) results for a 2-piece molecular cluster, C14H16O overall.

Each line ends with the natural charge from an NBO analysis.
Geometry (Å):
1 C -2.78 -0.79 2.04  -0.633
2 C -3.70 1.33 1.05  -0.215
3 C -2.78 0.27 0.98  -0.007
4 C -3.63 2.35 0.12  -0.202
5 C -2.76 2.25 -0.96  -0.226
6 C -1.87 0.22 -0.06  -0.231
7 C -1.88 1.18 -1.06  -0.193
8 H -4.43 1.30 1.85  0.211
9 H -4.26 3.23 0.17  0.214
10 H -2.05 -0.58 2.83  0.222
11 H -2.56 -1.78 1.67  0.213
12 H -2.75 3.00 -1.74  0.211
13 H -1.29 -0.68 -0.21  0.203
14 H -1.35 1.02 -1.99  0.215
15 H -3.71 -0.83 2.62  0.216
16 C 3.22 1.58 -1.19  -0.622
17 C 1.60 -0.11 -0.28  -0.136
18 C 2.87 0.19 -0.73  -0.075
19 C 1.25 -1.44 0.00  -0.316
20 C 2.23 -2.41 0.01  0.301
21 C 3.83 -0.82 -0.75  -0.183
22 C 3.53 -2.13 -0.41  -0.263
23 O 2.01 -3.69 0.46  -0.670
24 H 0.84 0.63 -0.08  0.210
25 H 0.25 -1.71 0.32  0.197
26 H 3.36 1.51 -2.27  0.218
27 H 4.16 1.95 -0.76  0.214
28 H 4.86 -0.59 -1.02  0.210
29 H 1.07 -3.78 0.67  0.475
30 H 4.27 -2.92 -0.39  0.225
31 H 2.46 2.28 -0.88  0.215

Summary:
lowest unoccupied orbital energy: 0.691 eV
highest occupied orbital energy: -8.34 eV
HOMO-LUMO gap: 9.030 eV


#d
DFT (ωB97M-V/def2-TZVPD) results for C14H16O as an isolated structure.

Each line ends with the natural charge from an NBO analysis.
Geometry (Å):
1 C -2.19 -1.13 -2.37  -0.188
2 C -0.98 -1.62 -2.62  -0.200
3 C -2.35 -0.20 -1.31  -0.238
4 C 1.38 -1.72 -1.87  -0.129
5 C 0.15 -1.26 -1.87  -0.082
6 C 0.02 -0.16 -0.87  -0.170
7 C -1.31 0.32 -0.64  0.001
8 C 0.93 0.09 0.07  0.139
9 C 2.55 -1.11 -1.20  -0.450
10 C 2.26 -0.42 0.09  -0.465
11 C -1.37 1.23 0.56  0.055
12 C -0.10 1.06 1.50  0.092
13 C -0.45 -0.02 2.56  -0.668
14 C 0.76 2.16 1.91  -0.665
15 O -2.61 1.42 1.22  -0.711
16 H -3.16 -1.28 -2.88  0.219
17 H -0.89 -2.15 -3.51  0.211
18 H -3.33 0.24 -1.05  0.220
19 H 1.71 -2.56 -2.62  0.194
20 H 3.22 -1.90 -1.12  0.225
21 H 2.97 -0.21 -1.83  0.211
22 H 2.95 0.48 0.41  0.234
23 H 2.37 -1.19 1.03  0.200
24 H -1.20 2.35 0.13  0.185
25 H -0.95 -0.71 1.90  0.222
26 H -1.18 0.35 3.35  0.204
27 H 0.50 -0.36 2.98  0.226
28 H 1.70 1.84 2.40  0.220
29 H 0.17 2.85 2.57  0.215
30 H 1.10 2.77 1.07  0.224
31 H -2.67 0.84 2.00  0.469

Summary:
lowest unoccupied orbital energy: 0.027 eV
highest occupied orbital energy: -7.02 eV
HOMO-LUMO gap: 7.046 eV


Which of them is most stable, and which least? Most stable: #a; least stable: #d.


#a
DFT (ωB97M-V/def2-TZVPD) results for a 2-piece molecular cluster, C2H2FNO2 overall.

Each line ends with the natural charge from an NBO analysis.
Geometry (Å):
1 C 0.67 0.76 0.79  0.153
2 C 0.54 0.14 -0.47  0.288
3 N 0.56 1.30 1.77  -0.200
4 O 0.62 -1.20 -0.60  -0.603
5 O -1.42 0.48 -0.34  -0.227
6 F -1.96 -0.67 0.05  -0.158
7 H 0.90 0.71 -1.37  0.240
8 H 0.08 -1.52 0.17  0.508

Summary:
lowest unoccupied orbital energy (alpha / beta): -0.930 / -0.930 eV
highest occupied orbital energy (alpha / beta): -10.49 / -10.49 eV
HOMO-LUMO gap (alpha / beta): 9.559 / 9.559 eV


#b
DFT (ωB97M-V/def2-TZVPD) results for one molecule with the formula C2H2FNO2.

Each line ends with the natural charge from an NBO analysis.
Geometry (Å):
1 C 0.38 -1.11 -0.76  -0.071
2 C -0.35 1.17 0.75  1.030
3 N -0.01 -1.09 0.35  -0.093
4 O 0.29 0.12 1.11  -0.378
5 O -0.32 2.21 1.26  -0.541
6 F -1.15 0.89 -0.29  -0.345
7 H 0.25 -2.01 -1.29  0.218
8 H 0.90 -0.18 -1.13  0.181

Summary:
lowest unoccupied orbital energy: 0.805 eV
highest occupied orbital energy: -11.26 eV
HOMO-LUMO gap: 12.068 eV


Which of them is most stable, and which least? Most stable: #b; least stable: #a.